The following is a DFT calculation (wB97M-V/def2-TZVPD) of a single C18H18N4O2S3 molecule in a non-equilibrium geometry.

Each line ends with the natural charge from an NBO analysis.
Atoms and positions in Å:
C1 2.337 3.549 0.083  -0.635
C2 1.199 2.710 -0.398  0.020
C3 1.445 1.587 -1.195  -0.214
C4 0.438 0.724 -1.563  -0.211
C5 -0.859 0.978 -1.131  0.145
N1 -1.947 0.183 -1.348  -0.469
C6 -3.010 0.672 -0.837  0.276
N2 -4.240 0.060 -0.841  -0.657
C7 -4.521 -1.232 -0.468  0.685
O1 -5.628 -1.688 -0.604  -0.566
C8 -3.381 -1.995 0.172  -0.639
S1 -2.824 -1.094 1.659  0.269
C9 -1.091 -1.012 1.371  0.338
N3 -0.571 -1.854 0.535  -0.535
C10 0.756 -1.783 0.334  0.247
C11 1.537 -0.844 0.944  -0.336
C12 0.985 0.121 1.852  0.638
O2 1.575 1.018 2.417  -0.620
N4 -0.400 -0.071 2.056  -0.422
C13 -1.064 0.793 3.006  -0.441
S2 3.222 -0.914 0.525  0.273
C14 2.950 -2.350 -0.630  -0.299
C15 3.423 -1.972 -2.024  -0.612
C16 1.464 -2.731 -0.580  -0.457
S3 -2.820 2.247 -0.021  0.332
C17 -1.118 2.147 -0.386  -0.226
C18 -0.100 3.005 -0.014  -0.227
H1 2.016 4.566 0.294  0.213
H2 2.719 3.112 1.007  0.245
H3 3.146 3.568 -0.643  0.216
H4 2.460 1.387 -1.504  0.221
H5 0.624 -0.148 -2.169  0.219
H6 -5.047 0.625 -1.076  0.423
H7 -2.509 -2.073 -0.477  0.308
H8 -3.736 -2.980 0.470  0.256
H9 -1.855 1.363 2.519  0.223
H10 -1.498 0.201 3.813  0.212
H11 -0.309 1.470 3.403  0.263
H12 3.576 -3.154 -0.238  0.220
H13 4.469 -1.678 -2.001  0.219
H14 2.841 -1.138 -2.411  0.207
H15 3.314 -2.820 -2.698  0.212
H16 1.015 -2.681 -1.574  0.229
H17 1.328 -3.751 -0.214  0.239
H18 -0.312 3.877 0.584  0.219

Cartesian forces (eV/Å) of the 2 atoms listed first:
C 0.061 -0.049 0.119
C -0.149 0.034 -0.066

Calculated values
* E_tot: -61521.33237 eV
* SMILES: Cc1ccc2nc(NC(=O)CSc3nc4c(c(=O)n3C)S[C@H](C)C4)sc2c1
* HOMO: -7.73 eV